1.
Computed, not measured: a structure of composition C35H53GaNO21 at a distorted geometry, with ωB97M-V/def2-TZVPD.

Results
HOMO energy = -4.25 eV
frontier orbital gap = 0.212 hartree

The geometry in ORCA input format:
```
! wB97M-V def2-TZVPD RIJCOSX def2/J DEFGRID3
* xyz -1 1
N 1.81239 -1.40026 -1.62366
Ga 2.42432 0.42489 -1.97144
C 0.81010 1.52008 -2.75373
C -0.42539 0.74166 -2.42939
C -0.96221 -0.13423 -3.37069
C -2.08740 -0.89549 -3.02371
C -2.62968 -0.75869 -1.76406
C -2.10946 0.13389 -0.80933
C -0.99057 0.88257 -1.14776
H 0.95964 -1.38962 -1.07237
H 1.55737 -1.84420 -2.50227
H 2.74854 1.06120 -0.53121
H 3.68678 0.39413 -2.97910
H 0.76394 2.52176 -2.32066
H 0.89090 1.63527 -3.84162
H -0.51451 -0.23385 -4.35178
H -2.47438 -1.59439 -3.75844
H -3.49656 -1.34755 -1.47184
H -2.50893 0.24358 0.19029
H -0.53963 1.57338 -0.44506
C -1.04804 0.55745 4.98150
C -2.49015 0.57660 4.54398
C -3.02069 -0.75818 4.07854
O -4.02802 -0.37367 3.12930
C -3.67644 0.83910 2.63873
O -4.17903 1.35290 1.68967
O -2.67259 1.38057 3.36079
H -0.38936 0.34308 4.14346
H -0.76073 1.53609 5.37102
H -0.89394 -0.18217 5.75475
H -3.12274 0.99189 5.33496
H -3.45892 -1.34361 4.88339
H -2.26752 -1.36032 3.56596
C 1.79859 -5.34592 2.80890
C 1.21972 -4.74859 4.06595
C -0.28629 -4.62959 4.06728
O -0.50250 -3.49242 4.92004
C 0.61278 -2.71974 4.85113
O 0.68398 -1.61130 5.28188
O 1.61195 -3.36896 4.22544
H 1.61749 -4.68876 1.95577
H 2.87062 -5.46775 2.89092
H 1.35908 -6.32318 2.60787
H 1.56872 -5.29687 4.93925
H -0.78119 -5.50912 4.47290
H -0.69684 -4.40905 3.07910
C -5.56173 4.09255 1.62108
C -6.13289 4.72965 2.86226
C -7.63723 4.86589 2.86061
O -7.84354 6.02223 3.68157
C -6.72292 6.78572 3.59839
O -6.63794 7.89830 4.00596
O -5.72488 6.10574 2.98744
H -5.72690 4.73015 0.75017
H -4.48656 3.96033 1.71954
H -6.00841 3.11618 1.44178
H -5.78887 4.19539 3.75266
H -8.14164 4.00162 3.28683
H -8.04354 5.06524 1.86590
C 0.72488 5.60875 -6.46004
C 1.98355 5.59922 -5.62651
C 3.16392 4.91723 -6.28107
O 3.89952 4.42953 -5.15881
C 3.01271 4.24419 -4.13521
O 3.24998 3.67229 -3.13083
O 1.81214 4.80906 -4.44655
H 0.34930 4.59431 -6.59748
H -0.06051 6.17444 -5.95887
H 0.90775 6.06016 -7.43617
H 2.24222 6.61728 -5.31819
H 3.77433 5.59954 -6.86994
H 2.86976 4.06820 -6.90427
C 7.50310 -0.39941 -4.50211
C 6.57244 -1.29490 -5.28040
C 5.56937 -2.03293 -4.43146
O 5.34600 -3.22939 -5.20131
C 6.45610 -3.45567 -5.93584
O 6.67880 -4.45892 -6.53791
O 7.28784 -2.38483 -5.89756
H 8.14843 -0.99037 -3.85076
H 8.15345 0.15696 -5.17860
H 6.93692 0.31122 -3.89983
H 6.07532 -0.72685 -6.07136
H 4.64795 -1.47389 -4.29777
H 5.95968 -2.31662 -3.45202
C -4.27164 2.25619 -2.60191
C -5.70214 2.29850 -3.06835
C -6.24752 0.96196 -3.50933
O -7.22968 1.33912 -4.48769
C -6.85341 2.53698 -5.00087
O -7.34329 3.03923 -5.96170
O -5.84898 3.07694 -4.27430
H -3.59263 2.00470 -3.41815
H -3.96775 3.23751 -2.23508
H -4.12699 1.52598 -1.80822
H -6.33910 2.74928 -2.30106
H -6.71140 0.40491 -2.69873
H -5.49316 0.33540 -3.99046
C 6.65650 -6.58686 7.75584
C 5.65266 -5.98638 6.80269
C 4.20974 -6.22072 7.18375
O 3.55660 -6.22578 5.90938
C 4.46948 -6.60908 4.97899
O 4.21752 -6.89562 3.85475
O 5.71411 -6.62114 5.51496
H 6.59452 -7.67575 7.74362
H 7.67048 -6.32098 7.45833
H 6.48895 -6.22899 8.77190
H 5.85299 -4.92089 6.66269
H 3.80430 -5.43522 7.81749
H 4.04873 -7.18953 7.66351
*
```

2.
Computed, not measured: a structure of composition C35H53Ge2N2O2PReS at a distorted geometry, with ωB97M-V/def2-TZVPD.

Results
HOMO energy = -15.46 eV
frontier orbital gap = 0.219 hartree

The geometry in ORCA input format:
```
! wB97M-V def2-TZVPD RIJCOSX def2/J DEFGRID3
* xyz 3 1
Re -0.14123 1.22512 0.26853
C 3.88135 1.35723 0.59938
C 2.42077 0.86143 0.77949
Ge 1.91863 0.08765 -0.97627
C 2.21349 1.00535 -2.65724
C 3.58806 1.66503 -2.85224
C 2.35370 -1.76176 -0.81534
C 1.82888 -2.94213 -1.15082
Ge -0.02959 -3.20367 -1.70733
C -0.33032 -4.12419 -3.37078
C -1.66333 -4.88266 -3.38307
C -1.25298 -3.51702 -0.23639
C -0.88570 -4.60392 0.77844
C 2.59124 -4.21553 -1.02618
C 1.92525 -5.44080 -1.00884
C 2.61095 -6.63962 -0.89711
C 3.99486 -6.63098 -0.81989
C 4.68031 -5.42322 -0.86459
C 3.98733 -4.23092 -0.97037
H 4.29126 1.60326 1.57735
H 3.96293 2.23950 -0.03127
H 4.50783 0.57831 0.16200
H 1.82773 1.68493 1.20351
H 2.41751 0.03802 1.48352
H 1.40136 1.72964 -2.75421
H 2.05840 0.24327 -3.42127
H 3.75810 2.48708 -2.15885
H 3.64946 2.07582 -3.85893
H 4.40214 0.94858 -2.74392
H 3.34877 -1.79562 -0.35482
H 0.51536 -4.79962 -3.51259
H -0.27912 -3.39216 -4.17935
H -1.71242 -5.62820 -2.58798
H -1.77927 -5.40685 -4.33020
H -2.51749 -4.21278 -3.27274
H -2.22467 -3.72378 -0.69123
H -1.33824 -2.54584 0.25985
H -0.93518 -5.59990 0.34058
H -1.59383 -4.58857 1.60793
H 0.11903 -4.47302 1.18423
H 0.84066 -5.47821 -1.07424
H 2.07075 -7.57623 -0.87898
H 4.53947 -7.56204 -0.74217
H 5.76133 -5.41498 -0.83164
H 4.54732 -3.30768 -1.04576
O -0.77706 7.93058 -1.29999
C 0.52542 7.41434 -1.22708
C 0.43795 5.94428 -0.94261
C 1.58592 5.15865 -0.82171
C 1.45011 3.82187 -0.54999
N 0.24649 3.22222 -0.41070
C -0.87214 3.97497 -0.53715
C -0.79950 5.32629 -0.79533
C -2.15631 3.24011 -0.42848
C -3.37571 3.84736 -0.61455
C -4.54813 3.08918 -0.61827
C -5.87164 3.78934 -0.75979
O -5.93016 4.67624 0.33964
C -4.43632 1.71513 -0.46073
C -3.19090 1.16190 -0.24769
N -2.07574 1.89710 -0.18866
H -0.74740 8.87863 -1.47200
H 1.11596 7.88432 -0.43108
H 1.08154 7.55096 -2.16264
H 2.57470 5.58475 -0.93248
H 2.32288 3.19523 -0.44438
H -1.68032 5.94098 -0.89421
H -3.44630 4.91485 -0.76401
H -6.68948 3.06581 -0.76386
H -5.88700 4.32785 -1.71446
H -6.74707 5.18871 0.29942
H -5.30761 1.07506 -0.48934
H -3.05890 0.09745 -0.12319
S -0.66850 -0.97035 -2.30040
C -0.33786 -0.13356 -0.90213
C 0.59346 1.95378 3.66303
C -0.66540 1.08914 3.63283
P -0.76005 -0.08259 2.23442
C 0.39457 -1.45328 2.56637
C 0.20616 -2.27064 3.84543
C -2.48069 -0.68029 2.33716
C -2.97530 -1.17518 3.70034
H 0.53597 2.67618 4.47550
H 0.70437 2.53887 2.74142
H 1.50017 1.36423 3.80392
H -1.55290 1.72672 3.56585
H -0.76609 0.52239 4.55947
H 1.38272 -0.99222 2.56867
H 0.36322 -2.09172 1.67867
H 0.06944 -1.63974 4.72348
H 1.09023 -2.88243 4.01964
H -0.64219 -2.94582 3.76968
H -2.61166 -1.45216 1.57361
H -3.08656 0.17536 2.03369
H -2.46979 -2.07856 4.02568
H -4.03779 -1.40243 3.62631
H -2.85979 -0.41822 4.47452
*
```

no.,LUMO (eV)
1,1.53
2,-9.50